C30H44N4OP2PtSi | ωB97M-V/def2-TZVPD

Structure (ORCA input):
```
! wB97M-V def2-TZVPD RIJCOSX def2/J DEFGRID3
* xyz 2 5
Pt -1.6865 -1.1209 -0.0408
C 5.7008 0.6542 0.2915
C 4.8433 1.5096 0.8543
C 4.7227 2.9444 0.4220
C 4.6957 3.1898 -1.1163
C 3.9269 2.1498 -1.8909
C 4.5132 1.0574 -2.4056
C 5.9845 0.7865 -2.2521
C 6.6140 1.0010 -0.8547
C -2.8101 -2.2509 -1.4004
H 5.8350 -0.3683 0.6676
H 4.3485 1.2617 1.7981
H 5.5764 3.4962 0.8479
H 3.8042 3.3798 0.8376
H 4.1969 4.1606 -1.2715
H 5.7196 3.2880 -1.4902
H 2.8672 2.4025 -2.0661
H 3.9715 0.3869 -3.0871
H 6.5378 1.4123 -2.9823
H 6.1807 -0.2625 -2.5205
H 7.4652 0.3091 -0.7813
H 7.0230 2.0136 -0.7600
H -2.8091 -3.2855 -1.0163
H -2.4204 -2.2300 -2.4396
H -3.7726 -1.7374 -1.3365
P -1.0604 0.5113 -1.4057
P -0.5922 0.0450 1.5754
N -0.3494 -0.0986 -2.8380
N -2.4127 1.5031 -1.9761
N 0.9247 -0.8260 1.7052
N -0.9929 0.1868 3.2540
C 0.0841 1.6483 -0.5965
C -0.1559 1.6939 0.9322
C -0.0579 -1.4466 -3.0586
C 0.4652 -1.5595 -4.3372
C 0.5252 -0.2493 -4.8951
C 0.0115 0.6303 -3.9620
C -3.5947 1.0059 -2.5596
C -4.4884 2.0675 -2.7372
C -3.8403 3.2525 -2.2724
C -2.5746 2.8774 -1.8318
C 1.0676 -2.1587 1.3265
C 2.4185 -2.4523 1.2489
C 3.1324 -1.2835 1.6271
C 2.1890 -0.3063 1.9272
C -0.1429 0.6807 4.2547
C -0.8508 0.7398 5.4471
C -2.1679 0.2725 5.1919
C -2.2416 -0.0566 3.8459
H 0.0049 2.6455 -1.0562
H 1.1047 1.3025 -0.8243
H 0.7135 2.0916 1.4677
H -0.9951 2.3445 1.1851
H -0.2849 -2.1928 -2.3107
H 0.7543 -2.4916 -4.7830
H 0.9142 0.0159 -5.8585
H -0.1399 1.7015 -3.9735
H -3.7196 -0.0315 -2.7824
H -5.4883 2.0098 -3.1426
H -4.2404 4.2500 -2.2478
H -1.7962 3.4682 -1.3892
H 0.1977 -2.7546 1.1015
H 2.8272 -3.4101 0.9700
H 4.1945 -1.1582 1.6665
H 2.3044 0.7092 2.2568
H 0.8772 0.9277 4.0291
H -0.4630 1.0854 6.3844
H -2.9625 0.1853 5.9081
H -3.0270 -0.4836 3.2521
C -5.5609 -1.7217 0.6831
Si -4.2071 -2.6615 1.6113
C -4.9687 -2.7329 3.3856
C -4.1547 -4.4792 1.1042
O -2.7416 -1.9890 1.5797
H -6.5178 -2.1157 1.0760
H -5.5713 -1.8514 -0.4039
H -5.5193 -0.6386 0.8942
H -5.8838 -3.3491 3.4326
H -4.2518 -3.1732 4.0877
H -5.2448 -1.7302 3.7444
H -4.0837 -4.6540 0.0268
H -3.3048 -4.9886 1.5822
H -5.0896 -4.9552 1.4705
*
```

Energy (eV): -69512.6525
Orbital gap (alpha / beta) (hartree): 0.141 / 0.146
Energy above the lowest of the compared OMol25 structures with the same formula, charge and spin (kJ/mol): 102.12
LUMO energy (alpha / beta) (eV): -5.793 / -9.222
Highest occupied orbital energy (alpha / beta) (eV): -9.626 / -13.188
Expectation value of S²: 6.04

C30H44N4OP2SiTi | ωB97M-V/def2-TZVPD

Structure (ORCA input):
```
! wB97M-V def2-TZVPD RIJCOSX def2/J DEFGRID3
* xyz 0 3
Ti 0.1443 0.3263 0.3397
C -1.0191 0.4920 -1.5623
C 0.1487 1.2726 -1.6006
C 0.1197 2.7754 -1.4286
C 0.0841 3.3402 0.0132
C -0.2795 2.3634 1.1098
C -1.4549 1.6041 1.1322
C -2.5492 1.8055 0.1021
C -2.3868 1.0459 -1.2434
C 2.1259 0.2939 0.7893
H -1.0198 -0.4689 -2.0819
H 1.0585 0.8561 -2.0401
H -0.7518 3.1810 -1.9699
H 1.0090 3.2053 -1.9253
H 1.0787 3.7667 0.2391
H -0.6011 4.2114 0.0037
H 0.2907 2.4891 2.0346
H -1.7804 1.1424 2.0700
H -2.6680 2.8840 -0.1140
H -3.5124 1.4971 0.5545
H -3.1037 0.2084 -1.2515
H -2.7426 1.7155 -2.0476
H 2.3868 -0.7716 0.9258
H 2.2939 0.8215 1.7410
H 2.7403 0.7474 -0.0025
P 1.7717 7.9902 0.1428
P 1.9345 7.2212 -2.8194
N 0.6064 8.4013 1.3867
N 3.0956 8.9833 0.8517
N 0.2173 7.1357 -3.2208
N 2.4961 7.3420 -4.4897
C 1.2318 9.2861 -1.0824
C 1.9429 9.0542 -2.4269
C -0.0267 7.4524 2.2014
C -0.8929 8.1132 3.0551
C -0.7872 9.5178 2.7757
C 0.1170 9.6656 1.7287
C 4.2617 8.3950 1.3548
C 5.0928 9.3921 1.8554
C 4.4181 10.6425 1.6627
C 3.2093 10.3633 1.0299
C -0.5545 6.0002 -2.9533
C -1.8727 6.2550 -3.3109
C -1.9239 7.5925 -3.8052
C -0.6431 8.1201 -3.7104
C 2.0159 8.1386 -5.5332
C 2.9281 8.1109 -6.5825
C 4.0320 7.2899 -6.1621
C 3.7516 6.8420 -4.8834
H 1.4131 10.3106 -0.7253
H 0.1451 9.1647 -1.2105
H 1.4826 9.6602 -3.2251
H 3.0043 9.3555 -2.3585
H 0.2100 6.4032 2.0841
H -1.5453 7.6590 3.7910
H -1.3090 10.3194 3.2756
H 0.4425 10.5425 1.1870
H 4.3790 7.3247 1.3083
H 6.0635 9.2535 2.3064
H 4.7607 11.6230 1.9648
H 2.4388 11.0362 0.6836
H -0.0802 5.1126 -2.5613
H -2.7053 5.5715 -3.2338
H -2.7859 8.1111 -4.1980
H -0.2863 9.1149 -3.9477
H 1.0617 8.6352 -5.4507
H 2.8329 8.6378 -7.5223
H 4.9266 7.0850 -6.7366
H 4.3035 6.2121 -4.2052
C -1.6316 -3.3469 -0.9143
Si -0.6901 -2.9978 0.6694
C -1.6079 -3.6900 2.1664
C 0.9248 -3.9496 0.8397
O -0.4300 -1.3728 0.7539
H -1.8858 -4.4091 -0.9888
H -1.0478 -3.0817 -1.8055
H -2.5698 -2.7782 -0.9630
H -1.5659 -4.7933 2.1402
H -1.1148 -3.3558 3.0906
H -2.6634 -3.3904 2.2159
H 1.5859 -3.8058 -0.0199
H 1.4631 -3.6080 1.7340
H 0.7375 -5.0288 0.9632
*
```

Energy (eV): -89401.3455
Orbital gap (alpha / beta) (hartree): 0.257 / 0.302
Energy above the lowest of the compared OMol25 structures with the same formula, charge and spin (kJ/mol): 0.00
LUMO energy (alpha / beta) (eV): 0.326 / -0.148
Highest occupied orbital energy (alpha / beta) (eV): -6.656 / -8.363
Expectation value of S²: 2.00

C30H44NOPReSi | ωB97M-V/def2-TZVPD

Structure (ORCA input):
```
! wB97M-V def2-TZVPD RIJCOSX def2/J DEFGRID3
* xyz 2 2
Re 1.2654 -0.5763 0.4054
C 1.9597 -1.7969 3.6459
C 1.1811 -2.4535 2.7234
C 1.8189 -2.3799 1.4116
C 3.0344 -1.6239 1.6179
C 3.0830 -1.2696 2.9685
H 1.7580 -1.6872 4.7004
H 0.2218 -2.9173 2.9134
H 1.8203 -3.3027 0.8383
H 3.8641 -1.5304 0.9339
H 3.8952 -0.7314 3.4393
C -0.1521 -1.7065 -0.5632
Si -1.6753 -0.6515 -1.0531
C -0.6946 0.8723 -1.6783
N 0.2116 1.3340 -0.5868
C -0.6200 2.1585 0.3676
C 0.0519 3.4421 0.8262
C 0.2734 4.3647 -0.3707
C 0.9051 3.5869 -1.5404
C 1.3249 2.1811 -1.1237
C -2.6284 -1.4824 -2.4138
C -2.4680 -1.1166 -3.7524
C -3.1860 -1.7570 -4.7508
C -4.0684 -2.7769 -4.4214
C -4.2393 -3.1510 -3.0954
C -3.5274 -2.5034 -2.0994
C -2.6944 -0.3398 0.4933
C -3.6736 0.6600 0.5019
C -4.4811 0.8637 1.6083
C -4.3384 0.0545 2.7294
C -3.3910 -0.9577 2.7337
C -2.5776 -1.1507 1.6241
H 0.1868 -2.0189 -1.5617
H -0.4736 -2.6021 -0.0276
H -1.2874 1.7077 -2.0560
H -0.0787 0.5118 -2.5081
H -0.9185 1.5193 1.1981
H -1.5460 2.4331 -0.1413
H 0.9935 3.2381 1.3373
H -0.6005 3.9243 1.5568
H 0.8869 5.2186 -0.0876
H -0.6923 4.7691 -0.6771
H 1.7955 4.0968 -1.9099
H 0.2231 3.5263 -2.3897
H 2.1050 2.2415 -0.3577
H 1.7410 1.6509 -1.9756
H -1.7884 -0.3181 -4.0309
H -3.0631 -1.4581 -5.7832
H -4.6303 -3.2765 -5.1991
H -4.9333 -3.9399 -2.8390
H -3.6867 -2.7878 -1.0646
H -3.8202 1.2861 -0.3725
H -5.2332 1.6411 1.5946
H -4.9794 0.2023 3.5881
H -3.2974 -1.6087 3.5935
H -1.8546 -1.9621 1.6443
C 2.3240 -0.6577 -3.1797
P 2.7721 -1.0083 -1.4427
C 3.2240 -2.7693 -1.5734
C 4.3306 -0.0842 -1.2566
H 3.1507 -1.0108 -3.7992
H 2.1841 0.3994 -3.3889
H 1.4278 -1.2066 -3.4702
H 4.1092 -2.8793 -2.2006
H 2.4004 -3.3069 -2.0440
H 3.4278 -3.2163 -0.6039
H 5.1073 -0.5559 -1.8586
H 4.6705 -0.0136 -0.2237
H 4.1743 0.9254 -1.6393
C -0.2375 1.1634 3.9570
C 0.9682 1.2884 3.0925
C 2.0886 2.1747 3.5058
O 1.0476 0.6365 2.0474
H -0.4347 2.0857 4.4993
H -0.0408 0.3866 4.7027
H -1.1066 0.8489 3.3802
H 2.5641 1.7203 4.3822
H 1.7184 3.1461 3.8337
H 2.8284 2.2837 2.7163
*
```

Energy (eV): -54643.0705
Orbital gap (alpha / beta) (hartree): 0.220 / 0.234
Energy above the lowest of the compared OMol25 structures with the same formula, charge and spin (kJ/mol): 47.85
LUMO energy (alpha / beta) (eV): -7.777 / -7.390
Highest occupied orbital energy (alpha / beta) (eV): -13.769 / -13.768
Expectation value of S²: 0.80